The following is a DFT calculation (ωB97M-V/def2-TZVPD) of 11 unconnected molecules or ions with the total composition C48H94F9N3O21.

Kohn-Sham gap	9.63	eV
ΔE to the lowest compared entry with this formula, charge and spin	0.0	kcal/mol

Structure (XYZ):
```
175
Properties=species:S:1:pos:R:3:forces:R:3
C -3.666432 -2.347349 -1.238987 0.79 0.01 0.85
C -2.662482 -3.474569 -1.462177 -1.14 0.06 -0.39
O -1.915662 -3.658989 -0.222447 0.37 0.12 0.24
C -0.695002 -4.184459 -0.211727 0.04 -0.15 -2.65
O 0.028318 -4.328959 -1.176867 -0.73 0.20 1.16
C -0.256332 -4.704439 1.154813 1.38 1.24 -0.16
F 0.225138 -5.918609 1.099303 -0.02 -1.11 -0.32
F 0.820608 -3.930379 1.540243 -1.26 -0.11 0.30
F -1.242872 -4.679509 2.021883 -0.05 0.29 0.79
H -4.318702 -2.123469 -2.083097 0.18 -0.32 -0.07
H -2.993712 -1.505249 -1.076487 -0.33 0.49 0.06
H -4.259542 -2.484519 -0.334827 -0.10 -0.08 -0.07
H -2.132882 -3.141309 -2.354677 0.95 -0.55 0.40
H -3.131792 -4.443359 -1.633287 0.05 0.03 -0.20
C 0.129598 4.133231 -1.220647 -0.24 0.87 0.01
C -0.623192 4.381911 0.089333 0.94 -2.05 -1.42
O -0.313742 5.665081 0.556753 -0.44 1.90 0.55
C -0.873012 6.101921 1.701673 -0.15 -2.93 0.57
O -1.538832 5.381021 2.424953 0.74 1.67 -0.92
C -0.496502 7.566651 2.032203 -0.24 -1.92 -0.41
F 0.604078 7.916861 1.356733 -0.66 0.64 0.31
F -1.591042 8.254841 1.647343 0.91 0.75 0.46
F -0.257312 7.664881 3.342763 -0.34 0.61 -0.59
H 1.177808 4.405081 -1.096307 0.12 -0.45 -0.03
H -0.238612 4.753651 -2.037717 -0.17 0.06 -0.01
H -0.034752 3.091481 -1.496057 0.34 0.03 0.03
H -0.194172 3.607911 0.725703 -0.51 0.16 0.72
H -1.663582 4.157111 -0.145527 -0.31 0.57 0.77
C -1.763682 6.884931 -6.217987 0.29 1.02 0.66
C -1.264222 5.828141 -7.172097 -1.82 -0.34 0.35
O -0.438572 4.836281 -6.538727 -0.08 -1.25 0.66
C -1.028862 3.676481 -6.105237 -2.44 1.04 -1.78
O -2.231712 3.414251 -6.158957 3.03 0.69 0.35
C 0.035388 2.670541 -5.618077 -0.89 0.46 -1.75
F 0.140438 2.826991 -4.341117 1.00 0.39 2.23
F -0.384512 1.437481 -5.823237 0.09 -0.58 -0.54
F 1.197288 2.867011 -6.260887 -0.13 -0.25 0.54
H -2.307832 7.680881 -6.726387 -0.03 -0.18 -0.47
H -0.984032 7.427931 -5.683767 0.29 -0.24 0.03
H -2.469822 6.517261 -5.473477 0.16 -0.40 -0.03
H -0.780622 6.225651 -8.064417 0.37 -0.21 0.34
H -2.187282 5.317551 -7.446627 0.18 -0.18 -0.62
C -1.999992 -3.362649 6.524923 0.50 0.32 -0.88
O -1.797362 -2.552859 5.348103 -0.17 -0.50 0.65
C -2.625592 -2.914869 4.272813 -0.60 1.70 -1.32
C -2.323692 -1.960129 3.026963 0.36 0.96 1.00
O -2.679912 -0.536129 3.230653 -1.67 -2.74 0.66
C -2.076532 0.375521 2.361293 -0.44 0.61 1.00
C -2.647992 1.809961 2.753313 1.11 -1.37 -0.75
O -4.050892 1.953531 2.596933 0.28 -0.88 -0.50
C -4.560822 3.239551 2.881423 0.36 -0.25 0.05
H -1.825112 -4.411409 6.284903 -0.02 -0.20 -0.05
H -2.999752 -3.266819 6.948453 -0.11 0.22 -0.06
H -1.240252 -3.054489 7.243203 -0.17 0.08 0.02
H -3.686012 -2.816059 4.504853 -0.27 0.44 0.38
H -2.562812 -3.973159 4.019513 0.68 -0.10 -0.36
H -2.781052 -2.317309 2.104283 -0.23 -0.18 0.10
H -1.244812 -1.935059 2.873733 0.31 -0.38 -0.05
H -2.136832 0.179111 1.290833 -0.61 -0.28 -0.24
H -1.027522 0.208241 2.605603 0.65 1.32 -0.29
H -2.118632 2.468071 2.064283 0.09 0.56 0.19
H -2.320232 1.956241 3.782533 -0.17 0.41 0.17
H -4.170852 4.009261 2.215413 0.35 0.09 -0.09
H -4.302532 3.488191 3.910773 -0.21 0.32 0.13
H -5.639022 3.215911 2.723233 0.03 -0.20 0.25
C -0.786002 0.145851 6.258923 -0.91 0.48 -0.76
O -0.114892 1.402201 6.309773 0.54 -0.51 -0.18
C 0.477218 1.697361 7.549903 -1.18 -0.74 0.29
C 1.268738 2.947451 7.614793 2.76 -0.09 0.04
O 2.430758 2.954881 6.698233 -1.68 0.35 0.77
C 2.214228 3.700291 5.505083 1.21 -0.94 0.20
C 3.554658 3.656861 4.731013 0.17 0.34 1.38
O 4.521518 4.356711 5.531133 -0.26 0.38 0.12
C 5.841498 4.401661 5.035633 -0.46 0.24 -0.65
H -1.127602 0.057021 5.227653 -0.08 -0.06 0.08
H -1.680792 0.134541 6.881273 -0.19 0.27 0.25
H -0.282872 -0.795009 6.481923 1.01 0.39 0.22
H 1.051368 0.850701 7.926223 0.41 -0.15 -0.30
H -0.321842 1.819471 8.281133 -0.34 0.06 0.41
H 1.789168 2.886391 8.570583 -0.06 -0.16 0.32
H 0.720458 3.878341 7.759433 -0.19 0.19 -1.15
H 1.941378 4.711391 5.807283 -0.07 0.24 -0.50
H 1.446978 3.188681 4.923983 -0.25 0.31 -0.25
H 3.424258 4.063571 3.728183 0.15 0.34 -0.14
H 3.924388 2.634351 4.654423 -0.34 -0.34 -0.17
H 6.191128 3.410271 4.747523 0.14 -0.14 -0.03
H 6.545808 4.857231 5.731693 -0.41 -0.28 0.54
H 5.882848 5.074131 4.178803 0.02 -0.11 -0.51
C -0.023042 -4.060619 -5.841117 0.22 0.27 -1.26
O -1.112512 -3.444369 -6.547157 -0.23 -0.72 1.80
C -1.013912 -2.060999 -6.642177 -0.04 0.90 -1.53
C -2.283842 -1.538229 -7.324537 0.85 -0.03 -0.97
O -2.481572 -2.165219 -8.594117 -0.83 -0.61 1.39
C -3.684082 -1.801109 -9.281977 2.03 -1.46 -0.21
C -3.531262 -2.594059 -10.593307 -0.30 0.78 -0.25
O -2.438692 -2.059069 -11.333347 -0.92 0.17 0.01
C -2.396532 -2.555929 -12.655427 0.75 0.68 0.34
H 0.778878 -4.129529 -6.576157 0.38 -0.27 -0.01
H -0.286322 -5.070979 -5.528137 -0.27 0.22 -0.01
H 0.406798 -3.497839 -5.012497 -0.55 0.25 0.27
H -0.116182 -1.827679 -7.214667 0.18 0.25 -0.35
H -0.942062 -1.464229 -5.732887 0.03 -0.47 0.70
H -2.211732 -0.493149 -7.625727 0.26 0.55 0.92
H -3.034452 -1.664439 -6.544307 -0.84 -0.26 -0.47
H -3.664172 -0.716299 -9.386307 -0.22 0.17 -0.65
H -4.615672 -2.075019 -8.786797 0.02 -0.29 0.38
H -4.517492 -2.584059 -11.057367 -0.13 0.76 -0.93
H -3.360042 -3.670389 -10.575737 0.18 -0.21 1.27
H -1.406432 -2.292549 -13.027507 0.06 -0.17 -0.06
H -3.102322 -2.019689 -13.289777 -0.42 -0.36 -0.10
H -2.498762 -3.641049 -12.668317 -0.25 -0.10 -0.21
C 2.616738 -2.159829 -3.241197 -0.96 0.00 -0.54
O 1.880148 -1.111699 -2.619287 1.68 0.55 1.17
C 0.550258 -0.834959 -2.938017 -0.44 -0.79 -0.67
C -0.170602 0.171721 -2.036927 1.67 -0.02 0.28
O -0.523072 -0.302449 -0.743087 0.15 -0.04 0.47
C 0.575008 -0.748639 0.100023 -0.35 -0.02 0.18
C 1.686328 0.256611 0.531803 -0.43 0.14 0.02
O 1.178648 1.256311 1.436363 -0.76 -0.09 -1.39
C 2.126198 2.233731 1.885073 -1.30 -1.38 0.04
H 2.221958 -3.141489 -2.979277 -0.12 -0.13 0.26
H 3.680918 -2.134089 -3.006767 -0.25 0.46 0.59
H 2.586848 -2.108919 -4.329597 -0.27 0.27 -0.33
H -0.011662 -1.768659 -2.914877 -0.39 -0.29 -0.04
H 0.514398 -0.458529 -3.960327 -0.23 0.19 -0.30
H -1.036512 0.532111 -2.592287 -0.32 -0.36 0.36
H 0.472148 1.039351 -1.887917 0.29 0.18 -0.22
H 0.925128 -1.698299 -0.304537 0.98 0.42 -0.53
H 0.126398 -1.157439 1.005413 -0.52 0.66 0.29
H 2.212668 0.728331 -0.297987 -0.17 -0.01 -0.28
H 2.452578 -0.292739 1.078773 0.14 -0.46 -0.06
H 2.587808 2.855431 1.117933 0.20 -0.35 -0.36
H 2.812128 1.602541 2.450043 0.69 0.92 0.40
H 1.472848 2.879991 2.471233 0.55 0.08 0.51
C 6.225268 -6.221589 4.499253 -0.01 0.08 -0.30
O 5.315618 -6.536909 5.552813 0.07 0.88 -0.06
C 5.367728 -5.752709 6.774063 0.77 0.20 -0.95
C 5.575108 -4.218489 6.596863 -1.12 -0.85 -0.81
O 4.657328 -3.659119 5.658073 1.32 0.99 -1.41
C 3.281398 -3.859409 5.816683 -0.26 0.06 1.29
C 2.330078 -3.121379 4.850033 2.20 -1.32 -0.85
O 2.444588 -1.741769 4.879953 0.53 0.38 0.97
C 1.504748 -1.196559 4.036583 -1.78 1.57 -0.02
H 6.089638 -5.241969 4.040953 -0.55 0.20 0.20
H 6.087508 -6.960669 3.710023 -0.29 -0.08 0.17
H 7.294078 -6.247439 4.711573 0.15 -0.28 0.85
H 6.221618 -6.158179 7.316803 -0.03 0.18 0.57
H 4.433228 -5.958979 7.295873 0.14 -0.12 -0.02
H 6.574558 -4.027449 6.206083 -0.11 0.05 -0.20
H 5.508238 -3.679319 7.541803 -0.15 -0.23 0.39
H 3.069758 -3.506619 6.826063 -0.58 -0.17 0.41
H 3.158568 -4.940519 5.751833 -0.88 -0.08 -0.08
H 1.304978 -3.474959 4.960733 -0.17 -0.02 0.43
H 2.653198 -3.396569 3.846063 -0.14 -0.57 -0.41
H 1.649448 -1.260369 2.958113 0.51 -0.59 -0.13
H 1.357728 -0.134979 4.235443 0.59 0.23 0.19
H 0.514438 -1.574739 4.290303 -0.25 -0.48 -0.25
C 7.321298 -0.184119 0.087713 0.38 -0.26 -0.85
C 5.983678 -0.059339 -0.493827 -1.33 0.23 0.29
N 4.905438 0.130001 -0.874087 1.33 -0.33 0.28
H 7.363778 -0.563139 1.108813 -0.41 0.41 0.00
H 7.811828 0.779151 -0.052257 0.07 -0.01 0.44
H 7.900778 -0.896249 -0.499807 -0.04 -0.04 -0.14
C -4.351112 1.200771 -0.895787 1.06 0.63 0.33
C -5.502782 0.641781 -1.542697 -3.07 -1.65 -1.22
N -6.506302 0.251241 -2.014237 2.77 0.98 1.04
H -3.882712 0.634331 -0.090897 -0.74 -0.34 0.17
H -4.677742 2.158901 -0.491577 0.32 0.10 0.07
H -3.509632 1.326581 -1.577097 -0.25 0.28 -0.42
C -5.193372 0.631721 -5.429037 0.63 -0.15 0.02
C -3.825972 0.591051 -4.867767 -0.67 -0.08 -0.20
N -2.794952 0.527021 -4.369117 0.05 -0.02 0.06
H -5.760152 -0.189839 -4.990977 -0.14 0.28 0.20
H -5.185532 0.465921 -6.506327 0.23 0.14 0.01
H -5.628742 1.608191 -5.216717 -0.14 -0.21 0.07
```
Forces are in eV/Å.

Atomic partial charges in e from the Mulliken method, atoms 1 to 8: number 1, C, carries -0.81; number 2, C, carries -0.26; number 3, O, carries -0.21; number 4, C, carries 0.31; number 5, O, carries -0.60; number 6, C, carries 1.08; number 7, F, carries -0.28; number 8, F, carries -0.25